No. 1
ORCA calculation (ωB97M-V/def2-TZVPD) on C11H11O3PSr as an isolated structure at a distorted geometry.

The geometry in XYZ format:
```
27
Properties=species:S:1:pos:R:3:nbo_charge:R:1
Sr 0.71 -0.42 -2.15 1.7437
P -1.23 0.47 -0.12 0.6264
O 0.41 2.97 -4.13 -0.3404
O -2.34 -1.81 -4.13 -0.3440
O 3.29 -1.89 -4.21 -0.3000
C -0.78 2.24 -0.41 -0.9548
C 0.43 1.91 -3.71 0.3984
C 2.37 -1.35 -3.80 0.3608
C 2.22 -0.45 2.10 -0.2080
C 0.51 -2.09 2.62 -0.1665
C 1.79 -1.56 2.83 -0.1706
C -1.43 -1.28 -3.65 0.3945
C -2.56 0.69 1.08 -0.9117
C 1.36 0.17 1.18 -0.2467
C -0.34 -1.47 1.70 -0.2321
C 0.03 -0.27 1.05 -0.3854
H -0.88 2.80 0.53 0.2784
H 1.73 1.04 0.62 0.1996
H 0.18 -2.96 3.19 0.2524
H 3.22 -0.04 2.28 0.2470
H 2.44 -2.02 3.59 0.2544
H -3.37 1.30 0.66 0.2686
H 0.23 2.42 -0.83 0.2129
H -1.51 2.64 -1.14 0.2656
H -2.99 -0.28 1.36 0.2651
H -2.16 1.17 1.98 0.2615
H -1.32 -1.92 1.51 0.2308
```

Summary:
- HOMO-LUMO gap (eV) = 7.178
- M (g mol⁻¹) = 309.8
- lowest unoccupied orbital energy (eV) = -8.2
- total charge = +2
- HOMO (Ha) = -0.56434

***

No. 2
ORCA calculation (ωB97M-V/def2-TZVPD) on C11H12AsNO6ReS5 as an isolated structure.

The geometry in XYZ format:
```
37
Properties=species:S:1:pos:R:3:nbo_charge:R:1
Re -0.99 -0.26 -1.60 0.9856
As -0.83 3.05 -1.83 0.9969
S -1.45 1.53 -3.18 -0.2179
S 0.10 4.74 -2.27 -0.2314
S -2.10 0.70 0.03 0.1787
S -1.57 2.73 0.16 -0.0963
S 1.66 0.05 -0.67 2.3354
O -3.33 -1.28 -3.29 -0.4576
O 2.96 -0.29 -1.12 -0.8237
O -1.26 -3.99 -0.01 -0.5186
O -1.75 -1.96 -0.81 -0.7019
O -1.12 -1.70 -3.64 -0.5603
O 0.85 1.06 -1.45 -0.9581
N 0.57 -1.12 -0.87 -0.8485
C 1.39 -0.30 2.02 -0.1192
C 1.72 1.49 3.61 0.0468
C 0.58 -2.56 -0.64 -0.3520
C 1.94 1.93 1.24 -0.1623
C -3.76 -2.21 -4.34 -0.2658
C -0.90 -2.94 -0.44 0.7700
C 1.43 0.16 3.32 -0.2079
C 1.97 2.37 2.55 -0.2018
C 1.64 0.60 0.99 -0.4058
C -2.07 -1.20 -3.06 0.6742
C 1.75 1.99 5.02 -0.6415
H -3.04 -3.01 -4.44 0.2146
H 1.16 -1.34 1.83 0.2187
H 2.14 2.62 0.43 0.2368
H 1.24 -0.53 4.13 0.2336
H -4.73 -2.58 -4.02 0.2229
H 0.97 -3.07 -1.52 0.2600
H 1.81 1.17 5.73 0.2312
H 1.17 -2.86 0.22 0.2462
H -3.84 -1.64 -5.27 0.2099
H 2.60 2.66 5.19 0.2367
H 0.84 2.56 5.24 0.2388
H 2.21 3.40 2.76 0.2333
```

Summary:
- HOMO-LUMO gap (eV) = 7.341
- M (g mol⁻¹) = 675.7
- lowest unoccupied orbital energy (eV) = -5.3
- total charge = +1
- HOMO (Ha) = -0.46380

***

No. 3
ORCA calculation (ωB97M-V/def2-TZVPD) on a 5-piece molecular cluster, C11H12Cl16FIN2O6P overall.

The geometry in XYZ format:
```
50
Properties=species:S:1:pos:R:3:nbo_charge:R:1
I 0.46 4.97 4.10 -0.1126
Cl 8.37 1.55 -2.45 0.0487
Cl 8.34 -1.16 -3.45 0.0456
Cl -5.93 -2.90 2.86 0.0230
Cl -4.47 -2.28 -3.94 0.0390
Cl -4.05 -0.99 -1.40 0.0876
Cl -4.26 -5.01 3.91 0.0156
Cl 6.03 0.54 -3.80 0.0664
Cl -5.09 0.52 -3.62 0.0560
Cl -2.34 -0.36 -3.64 0.0409
Cl 2.61 -1.40 -4.91 0.0640
Cl 3.00 0.06 -2.46 0.0616
Cl 6.70 -0.44 -1.18 0.0602
Cl -3.12 -2.96 2.24 0.0871
Cl 3.09 1.44 -5.00 0.0429
Cl 0.59 0.45 -3.99 0.0663
Cl -3.99 -2.32 4.92 0.0947
P -0.51 2.41 -0.08 2.4838
F -1.69 2.17 2.47 -0.3901
O -0.32 2.36 5.23 -0.4756
O 0.02 3.68 0.71 -0.9930
O 0.16 -0.68 3.38 -0.7641
O -2.05 -0.29 3.32 -0.7221
O 0.65 2.19 -1.15 -0.9954
O -1.84 2.62 -0.68 -1.1014
N 0.32 -2.41 -1.77 -0.8461
N -0.32 1.07 0.94 -0.8358
C 7.36 0.12 -2.72 -0.2273
C -0.50 -1.43 0.43 -0.4627
C -0.57 1.31 2.36 0.4145
C 2.32 0.13 -4.09 -0.2201
C 0.61 2.02 3.04 -0.6055
C -0.87 -0.04 3.12 0.7329
C -3.99 -0.77 -3.14 -0.2226
C -1.16 -0.05 0.38 -0.2336
C 0.63 -1.60 -0.59 -0.2049
C 0.15 2.79 4.24 0.5729
C -4.31 -3.28 3.49 -0.2207
H -0.30 -1.90 -2.39 0.3507
H -0.18 -3.24 -1.48 0.3498
H 1.01 -0.63 -0.93 0.1641
H -0.74 4.12 1.13 0.5224
H 1.21 1.45 -0.90 0.5115
H -1.34 0.18 -0.68 0.2049
H -2.14 -0.05 0.85 0.2355
H 1.17 2.65 2.35 0.2457
H -0.16 -1.65 1.44 0.2652
H 1.47 -2.09 -0.09 0.1879
H -1.30 -2.13 0.18 0.1923
H 1.28 1.24 3.42 0.2999
```

Summary:
- HOMO-LUMO gap (eV) = 7.432
- M (g mol⁻¹) = 1012.3
- lowest unoccupied orbital energy (eV) = 1.6
- total charge = -1
- HOMO (Ha) = -0.21379